[1]
Computed, not measured: a structure of composition C36H33AsCuN3O3Te, with the ωB97M-V functional and the def2-TZVPD basis.

Geometry as XYZ:
```
78
Properties=species:S:1:pos:R:3:forces:R:3
Cu -0.14374 0.57081 -0.34878 -0.10 0.04 -0.19
C 5.85959 -5.00472 0.98602 0.00 0.00 0.00
O 6.81717 -4.03703 0.57543 -0.01 0.00 0.00
C 6.68455 -2.77719 1.02135 0.02 -0.02 -0.02
C 5.65516 -2.34550 1.86060 -0.02 0.02 0.02
C 5.59980 -1.01870 2.25134 0.02 -0.06 -0.01
C 6.57236 -0.12322 1.81837 0.03 0.03 0.04
C 7.63628 -0.57420 1.03193 -0.01 -0.02 0.00
C 7.67890 -1.88126 0.61142 -0.01 0.01 0.01
N 6.62734 1.24479 2.18221 0.01 -0.02 -0.04
N 5.61682 1.87878 2.49342 -0.02 0.02 0.03
C 4.29592 1.60010 2.25341 -0.02 0.02 -0.01
C 3.38342 1.81795 3.30729 0.01 0.00 0.01
C 2.04802 1.58527 3.16443 0.03 0.01 0.01
C 1.49730 1.18403 1.90091 0.00 -0.01 -0.01
O 0.28711 0.97845 1.72707 0.00 -0.02 0.02
C 2.44155 1.05403 0.76917 -0.01 0.00 0.02
N 1.88910 0.73115 -0.41300 0.09 -0.02 0.06
C 2.66879 0.64089 -1.47717 -0.03 0.00 0.00
C 4.04277 0.88618 -1.42073 0.03 0.01 0.01
C 4.61849 1.20857 -0.21741 -0.02 0.00 -0.03
C 3.81070 1.27882 0.92978 -0.01 0.02 -0.01
H 6.15735 -5.93537 0.51424 0.00 0.00 0.00
H 4.85720 -4.73077 0.65049 0.00 0.00 0.00
H 5.86829 -5.12803 2.07066 0.00 0.00 0.00
H 4.90855 -3.03575 2.22326 0.00 0.00 0.00
H 4.81437 -0.70199 2.92428 0.01 -0.01 0.01
H 8.41229 0.12708 0.75448 0.00 0.01 0.00
H 8.48064 -2.24808 -0.01424 0.00 -0.01 0.00
H 3.78985 2.14001 4.25756 0.00 0.00 0.00
H 1.36309 1.70878 3.99179 -0.01 0.00 -0.01
H 2.18635 0.38324 -2.41118 0.00 0.00 0.00
H 4.63481 0.82524 -2.32263 0.00 0.00 0.00
H 5.67737 1.41823 -0.15839 -0.01 0.01 -0.01
O -1.70204 0.11422 -1.38975 0.06 0.04 -0.01
As -3.20332 -0.33780 -0.81833 -0.05 -0.04 0.06
C -3.67408 0.61985 0.76610 0.03 0.01 -0.01
C -4.62327 0.10633 1.64452 -0.02 -0.02 0.01
C -4.96321 0.82695 2.77935 0.00 0.01 0.00
C -4.34889 2.04570 3.03571 0.01 0.00 -0.01
C -3.39304 2.54734 2.16326 0.00 0.01 0.01
C -3.05273 1.83651 1.02205 0.00 0.02 0.02
C -3.27632 -2.19660 -0.38382 -0.01 0.00 0.01
C -4.01016 -3.08158 -1.16364 0.00 -0.01 0.00
C -4.02261 -4.43090 -0.83674 0.00 -0.01 0.00
C -3.30660 -4.88515 0.26058 0.00 0.01 0.00
C -2.57395 -3.99688 1.03914 0.00 -0.01 -0.01
C -2.55768 -2.64923 0.71996 0.01 0.00 0.01
C -4.47251 0.00772 -2.20023 0.01 0.01 0.00
C -4.03319 -0.02629 -3.51959 0.01 -0.01 -0.02
C -4.93749 0.21239 -4.54364 -0.02 0.00 0.00
C -6.26711 0.48219 -4.24663 0.01 0.00 0.00
C -6.69958 0.51824 -2.92795 0.00 0.00 0.00
C -5.80119 0.28158 -1.89789 -0.01 0.00 0.01
H -5.08783 -0.85495 1.45618 0.01 0.00 -0.01
H -5.70076 0.43502 3.46680 0.00 0.00 0.00
H -4.61259 2.60352 3.92462 0.00 0.00 0.00
H -2.90770 3.49140 2.37316 0.00 0.00 0.00
H -2.29451 2.21969 0.34790 0.00 0.01 -0.04
H -4.57163 -2.72579 -2.01901 0.00 0.01 0.00
H -4.59354 -5.12520 -1.43850 0.00 0.00 0.00
H -3.32103 -5.93692 0.51415 0.00 0.00 0.00
H -2.02082 -4.35588 1.89677 0.00 0.00 0.00
H -1.99265 -1.95348 1.33100 -0.01 0.00 -0.01
H -2.99084 -0.22336 -3.73923 0.01 0.00 0.01
H -4.60497 0.19081 -5.57280 0.00 0.00 0.00
H -6.96969 0.67003 -5.04772 0.00 0.00 0.00
H -7.73451 0.73625 -2.70117 0.00 0.00 0.00
H -6.13543 0.32403 -0.86785 0.00 0.00 0.00
C 0.06589 5.24922 -1.98865 0.00 0.00 0.00
Te -0.31373 3.15455 -2.11857 -0.02 -0.04 0.04
C -2.35935 3.38103 -2.65768 0.00 -0.02 0.01
H -0.60950 5.70285 -1.26862 0.00 0.00 0.00
H -0.05897 5.70314 -2.96763 0.00 0.01 0.00
H 1.09262 5.38389 -1.65617 0.00 0.00 0.00
H -2.42555 3.93954 -3.58724 -0.01 0.01 0.01
H -2.90328 3.89146 -1.86642 0.01 0.00 0.00
H -2.76824 2.38391 -2.80317 0.01 0.00 0.01
```
Positions in Å, forces in eV/Å.

Results
- Total charge: +1
- Spin multiplicity: 2
- Expectation value of S²: 0.80
- LUMO energy (alpha / beta): -3.09 / -4.51 eV
- HOMO (alpha / beta): -0.358 / -0.359 hartree
- Max |F|: 0.2 eV/A

Atomic partial charges in e from the Löwdin method, atoms 1 to 6: number 1, Cu, carries 0.22; number 2, C, carries -0.06; number 3, O, carries -0.06; number 4, C, carries -0.27; number 5, C, carries 0.01; number 6, C, carries -0.01


[2]
Computed, not measured: a structure of composition C5H15AlBF3O4 in a non-equilibrium geometry, with the ωB97M-V functional and the def2-TZVPD basis.

Geometry as XYZ:
```
29
Properties=species:S:1:pos:R:3:forces:R:3
O -3.10808 -0.02599 -2.23265 1.53 0.99 -0.18
C -1.77807 -0.16725 -2.87619 0.48 -0.54 0.55
C -0.88128 -1.25121 -1.99425 0.86 0.91 -0.66
C -0.02632 -0.41968 -0.84236 -0.90 -1.42 0.84
C -0.71139 -0.60942 0.66132 -0.40 -0.21 -1.68
Al 0.44331 0.46819 1.97827 -0.57 -0.90 -0.10
B -0.69953 1.90437 2.99049 -0.29 0.87 0.53
O -1.88122 2.40318 2.25993 2.10 1.84 1.15
O -0.23789 2.33924 4.32418 0.49 1.06 -2.65
C 1.92489 1.57820 1.00431 -0.77 0.26 1.18
F 2.76086 2.14568 2.12761 -1.14 -0.87 -3.48
F 1.28168 2.75347 0.32057 2.74 -2.55 0.95
F 2.76350 0.75677 0.10136 -0.80 2.85 1.37
H -3.06124 0.70950 -1.55061 0.16 -1.41 -1.29
H -1.85318 -0.56370 -3.99109 -0.39 0.93 2.40
H -1.25543 0.89002 -2.88370 -0.82 -2.24 -0.08
H -0.09275 -1.75758 -2.73357 -1.54 0.96 1.19
H -1.53792 -2.12760 -1.54200 1.19 2.10 -0.89
H 1.03380 -0.92985 -0.77236 -1.92 1.59 -0.26
H 0.04062 0.74283 -1.08189 0.09 -2.64 0.30
H -1.80290 -0.18938 0.58676 1.90 -0.79 0.18
H -0.80919 -1.76047 0.93483 0.25 2.16 -0.70
H 1.11143 -0.58807 2.99934 0.47 -0.12 -0.14
H -1.74668 3.39592 2.06312 -0.54 -2.12 0.82
H 0.74326 2.57185 4.19037 -2.05 -0.91 0.45
O 2.18462 -2.91465 -0.98636 0.49 -0.65 -0.13
H 2.92762 -2.48861 -1.48503 -0.46 -0.01 0.32
H 2.46956 -3.19150 -0.07850 -0.24 0.33 -0.28
H 1.79792 -3.67427 -1.49190 0.09 0.52 0.29
```
Positions in Å, forces in eV/Å.

Results
- LUMO energy: -2.94 eV
- HOMO: -0.254 hartree
- Max |F|: 3.9 eV/A

Atomic partial charges in e from the natural (NBO) method, atoms 1 to 6: number 1, O, carries -0.74; number 2, C, carries -0.07; number 3, C, carries -0.44; number 4, C, carries -0.42; number 5, C, carries -0.96; number 6, Al, carries 0.89


[3]
Computed, not measured: a structure of composition C14H12Cl3F6GeN3NiO6S2, with the ωB97M-V functional and the def2-TZVPD basis.

Geometry as XYZ:
```
48
Properties=species:S:1:pos:R:3:forces:R:3
Ni -0.22029 0.71007 -0.16002 -0.04 -0.07 -0.06
O -5.84284 -3.09697 0.17115 0.00 0.00 0.00
C -4.59318 -3.73790 0.06430 0.00 0.00 0.00
C -3.51196 -2.69738 0.01071 0.01 0.01 0.00
C -2.17706 -3.07626 -0.07941 -0.03 -0.01 0.01
C -1.20558 -2.10063 -0.12867 0.02 0.01 0.02
N -1.50887 -0.80217 -0.09135 0.00 0.00 0.01
C -2.79057 -0.41800 0.01036 -0.01 0.06 0.00
C -3.81684 -1.34302 0.05795 -0.01 -0.02 0.00
C -3.00577 1.05401 0.09739 0.01 -0.05 0.00
C -4.25122 1.63170 0.26370 -0.01 0.00 0.01
C -4.35209 3.01118 0.37692 0.01 0.01 -0.01
C -5.69088 3.68141 0.54860 -0.02 0.02 -0.01
O -6.73461 2.73649 0.60980 0.04 -0.04 0.02
C -3.18735 3.76902 0.31866 -0.03 0.00 0.00
C -1.97984 3.12780 0.15078 0.02 0.00 0.01
N -1.89190 1.80071 0.03437 -0.02 -0.02 0.01
H -6.54081 -3.75809 0.19585 0.00 0.00 0.00
H -4.52843 -4.35033 -0.84226 0.00 0.00 0.00
H -4.39991 -4.39300 0.92134 0.00 0.00 0.00
H -1.89020 -4.11908 -0.10831 0.00 0.00 0.00
H -0.15379 -2.34589 -0.19758 -0.01 0.00 0.00
H -4.84864 -1.03860 0.13471 0.00 0.00 0.00
H -5.15000 1.03684 0.31620 0.00 0.00 0.00
H -5.85072 4.34259 -0.30919 0.00 0.01 0.00
H -5.65656 4.31507 1.43839 0.01 -0.01 0.01
H -7.24084 2.85669 1.41690 -0.02 0.02 -0.02
H -3.21199 4.84672 0.41108 0.00 0.00 0.00
H -1.04915 3.68077 0.12201 0.00 0.00 -0.01
F 0.88017 1.30209 4.70291 0.02 0.00 -0.01
C 1.85780 1.12733 3.82632 -0.03 -0.02 0.02
F 2.92400 1.81398 4.19002 0.02 0.00 0.01
F 2.15288 -0.15953 3.73290 0.01 0.01 -0.01
S 1.27469 1.74905 2.18941 0.09 -0.07 -0.17
O 0.17733 0.82278 1.85064 0.08 0.07 -0.05
O 0.94822 3.12211 2.34993 -0.01 0.02 -0.01
N 2.46879 1.56987 1.17486 -0.11 -0.01 0.22
S 2.76036 0.24045 0.39559 0.00 0.02 -0.05
O 3.39992 -0.82287 1.08371 0.01 -0.02 0.03
O 1.59854 -0.16137 -0.44648 -0.02 0.10 0.05
C 3.95259 0.91485 -0.83875 -0.02 -0.05 -0.06
F 3.36160 1.86129 -1.56760 0.00 -0.02 0.01
F 5.01229 1.40424 -0.23699 0.01 0.00 0.01
F 4.30305 -0.08904 -1.64055 0.00 0.03 0.00
Cl -0.24006 1.18071 -2.60509 0.00 0.02 0.02
Ge 1.28159 -0.22670 -3.44204 0.04 0.01 0.02
Cl 0.41972 -2.17026 -3.20600 0.00 -0.01 -0.01
Cl 1.38832 0.28329 -5.50398 0.00 0.00 -0.01
```
Positions in Å, forces in eV/Å.

Results
- Total charge: +1
- Spin multiplicity: 4
- Expectation value of S²: 3.76
- LUMO energy (alpha / beta): -3.65 / -5.76 eV
- HOMO (alpha / beta): -0.459 / -0.466 hartree
- Max |F|: 0.2 eV/A

Atomic partial charges in e from the natural (NBO) method, atoms 1 to 6: number 1, Ni, carries 1.46; number 2, O, carries -0.72; number 3, C, carries -0.10; number 4, C, carries 0.07; number 5, C, carries -0.23; number 6, C, carries 0.07


- Which formula does entry 2 have?
  C5H15AlBF3O4